DFT (ωB97M-V/def2-TZVPD) results for a 13-piece molecular cluster, C64H158B3N10O28 overall in a non-equilibrium geometry.

Last column: Mulliken charge in e.
Geometry (Å):
B: -0.020 -7.604 0.414  1.77
H: 0.397 -7.939 1.351  -0.42
H: 0.562 -6.839 -0.076  -1.10
H: -0.071 -8.462 -0.239  -0.39
H: -1.001 -7.199 0.608  -0.42
B: -3.097 -4.681 -3.021  2.09
H: -3.742 -3.911 -3.416  -0.77
H: -3.715 -5.443 -2.572  -0.34
H: -2.574 -5.135 -3.848  -0.47
H: -2.394 -4.245 -2.329  -0.90
O: -0.246 -4.232 -0.831  -0.97
C: 0.000 -3.023 -0.924  0.27
O: -0.836 -2.126 -1.238  0.20
B: -0.155 -0.847 -1.293  0.55
O: 1.170 -1.089 -0.747  -0.42
C: 1.349 -2.404 -0.594  0.25
O: 2.409 -2.981 -0.310  -0.49
O: -0.971 0.145 -0.549  -0.05
C: -1.353 1.116 -1.419  0.75
O: -2.003 2.127 -1.176  -0.22
C: -0.832 0.741 -2.801  0.04
O: -0.120 -0.400 -2.688  -0.90
O: -0.875 1.477 -3.780  -0.55
C: 4.656 -9.590 -4.274  -0.81
O: 3.421 -9.271 -3.678  -0.32
C: 3.505 -8.846 -2.361  -0.71
C: 2.181 -8.271 -1.850  -0.07
N: 1.646 -7.224 -2.726  -0.11
C: 2.433 -5.983 -2.637  -0.18
C: 1.932 -4.806 -3.480  -0.52
O: 0.513 -4.662 -3.577  -0.26
C: 0.078 -3.552 -4.351  -0.47
H: 5.390 -8.787 -4.200  0.33
H: 4.563 -9.751 -5.348  0.26
H: 4.996 -10.549 -3.883  0.29
H: 4.249 -8.057 -2.256  0.31
H: 3.736 -9.596 -1.605  0.45
H: 2.215 -7.803 -0.866  -0.33
H: 1.600 -9.090 -1.424  0.30
H: 1.837 -7.474 -3.686  0.34
H: 3.459 -6.171 -2.955  0.25
H: 2.558 -5.825 -1.566  0.16
H: 2.374 -4.861 -4.475  0.53
H: 2.456 -3.944 -3.068  -0.06
H: 0.262 -3.748 -5.407  0.43
H: 0.532 -2.603 -4.062  0.05
H: -0.976 -3.438 -4.101  -0.19
C: 0.236 3.088 -6.629  -0.45
O: 1.044 4.073 -7.295  -0.52
C: 1.037 5.259 -6.452  0.63
C: 1.287 6.352 -7.398  -1.10
N: 1.608 7.676 -6.823  -0.39
C: 0.639 8.106 -5.793  -0.05
C: 0.840 9.468 -5.202  -0.16
O: 0.518 10.398 -6.293  -0.33
C: 0.547 11.730 -5.853  -0.73
H: 0.085 2.319 -7.386  0.33
H: -0.722 3.506 -6.320  0.30
H: 0.766 2.514 -5.869  0.16
H: 1.803 5.097 -5.693  0.19
H: 0.100 5.508 -5.953  -0.33
H: 0.409 6.311 -8.043  0.33
H: 2.045 6.156 -8.156  0.43
H: 1.677 8.258 -7.645  0.28
H: 0.736 7.445 -4.932  0.02
H: -0.372 7.889 -6.138  0.28
H: 1.837 9.683 -4.819  0.41
H: 0.070 9.693 -4.465  -0.06
H: 1.531 12.028 -5.490  0.29
H: -0.224 11.849 -5.092  0.26
H: 0.339 12.471 -6.625  0.26
C: 2.022 -5.605 2.077  -0.44
O: 2.869 -5.503 3.217  0.01
C: 2.393 -6.422 4.201  -0.63
C: 3.216 -6.216 5.496  0.36
N: 2.575 -6.747 6.696  -0.30
C: 1.195 -6.334 7.014  -0.46
C: 0.667 -6.997 8.315  -0.74
O: 1.323 -6.425 9.429  -0.27
C: 0.753 -6.863 10.643  -0.76
H: 2.200 -6.599 1.666  0.47
H: 2.467 -4.877 1.398  -0.60
H: 0.992 -5.297 2.257  0.35
H: 2.514 -7.471 3.933  0.26
H: 1.331 -6.310 4.421  0.24
H: 3.368 -5.149 5.662  -0.36
H: 4.152 -6.772 5.450  0.07
H: 3.090 -6.557 7.544  0.31
H: 0.525 -6.572 6.188  0.43
H: 1.193 -5.260 7.200  0.18
H: 0.755 -8.080 8.229  0.37
H: -0.411 -6.843 8.267  0.42
H: 1.368 -6.494 11.464  0.23
H: 0.744 -7.952 10.657  0.31
H: -0.252 -6.459 10.767  0.29
C: -4.162 -1.709 -0.939  -0.03
O: -5.144 -0.786 -0.593  -0.51
C: -4.711 0.511 -0.094  -0.40
C: -4.051 0.426 1.249  1.18
N: -4.976 -0.096 2.196  -0.25
C: -4.366 -0.586 3.455  -0.07
C: -5.403 -1.474 4.217  -0.94
O: -5.703 -2.559 3.287  -0.22
C: -6.585 -3.558 3.726  -0.84
H: -3.635 -1.348 -1.822  -0.34
H: -4.703 -2.626 -1.173  0.41
H: -3.480 -1.926 -0.117  0.20
H: -5.634 1.081 -0.197  0.30
H: -4.046 0.904 -0.863  0.10
H: -3.794 1.452 1.514  -0.56
H: -3.122 -0.144 1.225  -0.57
H: -5.415 -0.912 1.793  0.46
H: -4.049 0.218 4.120  0.00
H: -3.518 -1.271 3.462  0.25
H: -6.307 -0.925 4.482  0.38
H: -4.934 -1.898 5.105  0.49
H: -6.585 -4.446 3.093  0.25
H: -7.624 -3.230 3.714  0.30
H: -6.286 -3.900 4.717  0.29
C: 3.191 -1.524 5.928  -0.31
O: 2.264 -0.953 5.023  -0.42
C: 2.644 -1.045 3.651  -0.73
C: 1.614 -0.302 2.745  0.06
N: 1.747 1.136 3.051  -0.11
C: 0.742 1.859 2.306  0.22
C: -0.666 1.680 2.808  -0.21
O: -0.743 2.139 4.206  -0.44
C: -1.998 2.675 4.592  -0.51
H: 4.162 -1.099 5.674  0.33
H: 3.214 -2.614 5.931  -0.21
H: 2.995 -1.277 6.972  0.30
H: 2.644 -2.085 3.326  0.43
H: 3.615 -0.563 3.530  0.29
H: 0.633 -0.754 2.892  0.36
H: 1.840 -0.409 1.684  -0.14
H: 1.634 1.273 4.045  0.44
H: 0.855 1.530 1.273  -0.48
H: 0.912 2.935 2.304  -0.10
H: -1.108 0.707 2.595  0.12
H: -1.224 2.364 2.168  0.51
H: -2.071 2.560 5.673  0.30
H: -2.835 2.091 4.210  0.00
H: -2.126 3.730 4.346  0.28
C: 6.772 -6.009 6.542  -0.89
O: 6.529 -5.729 5.159  -0.29
C: 6.817 -4.382 4.838  -0.56
C: 6.707 -4.144 3.286  -0.65
N: 5.333 -3.777 2.816  0.20
C: 5.232 -3.777 1.318  0.09
C: 6.115 -2.762 0.543  -0.87
O: 7.506 -3.060 0.489  -0.38
C: 8.319 -2.055 0.004  -0.78
H: 6.099 -5.496 7.228  0.33
H: 7.762 -5.703 6.880  0.36
H: 6.700 -7.077 6.747  0.30
H: 7.824 -4.207 5.218  0.53
H: 6.134 -3.691 5.332  0.19
H: 6.996 -5.052 2.758  0.39
H: 7.381 -3.337 2.997  0.36
H: 4.738 -4.503 3.190  -0.03
H: 4.177 -3.556 1.156  -0.40
H: 5.343 -4.804 0.971  0.50
H: 5.911 -1.758 0.913  0.37
H: 5.785 -2.761 -0.496  0.43
H: 8.013 -1.718 -0.987  0.28
H: 9.307 -2.513 0.059  0.28
H: 8.379 -1.230 0.714  0.32
C: 6.611 5.054 1.302  -0.90
O: 5.688 4.163 0.810  -0.22
C: 5.545 2.972 1.585  -1.44
C: 4.450 1.989 1.068  1.50
N: 4.883 1.501 -0.260  -0.44
C: 3.959 0.459 -0.698  1.09
C: 4.091 0.228 -2.189  -1.04
O: 3.820 1.443 -2.927  0.02
C: 4.097 1.383 -4.252  -0.87
H: 7.532 4.624 1.695  0.31
H: 6.201 5.674 2.100  0.32
H: 6.766 5.746 0.475  0.24
H: 5.406 3.259 2.627  0.47
H: 6.480 2.416 1.656  0.59
H: 3.472 2.461 0.979  -0.50
H: 4.380 1.203 1.820  -0.34
H: 4.760 2.227 -0.952  0.45
H: 2.910 0.699 -0.524  -0.55
H: 4.063 -0.463 -0.126  -0.04
H: 3.370 -0.486 -2.588  0.16
H: 5.091 -0.156 -2.394  0.58
H: 5.120 1.120 -4.523  0.29
H: 3.820 2.367 -4.630  0.17
H: 3.438 0.671 -4.748  0.29
C: 2.197 5.314 0.515  -0.51
O: 2.109 5.286 -0.899  -0.57
C: 1.501 4.093 -1.408  0.61
C: 1.345 4.157 -2.923  -0.68
N: 0.571 5.330 -3.117  0.23
C: -0.883 5.103 -2.965  -0.34
C: -1.725 6.334 -3.372  -0.79
O: -1.212 7.554 -2.841  -0.25
C: -2.082 8.684 -2.933  -1.07
H: 3.034 4.725 0.890  -0.03
H: 1.339 4.933 1.070  0.28
H: 2.430 6.337 0.810  0.39
H: 0.623 3.746 -0.864  0.09
H: 2.215 3.328 -1.103  -0.14
H: 0.918 3.222 -3.285  -0.07
H: 2.329 4.298 -3.369  0.27
H: 0.799 6.118 -2.528  0.47
H: -1.226 4.906 -1.949  0.23
H: -1.167 4.223 -3.542  0.05
H: -2.779 6.146 -3.168  0.65
H: -1.633 6.365 -4.458  0.16
H: -2.995 8.595 -2.343  0.34
H: -2.417 8.739 -3.969  0.42
H: -1.728 9.693 -2.722  0.28
C: -1.977 -1.122 -6.437  -0.47
O: -3.398 -1.133 -6.167  -0.57
C: -3.676 -1.511 -4.827  1.21
C: -5.170 -1.737 -4.479  -0.98
N: -5.866 -0.547 -4.736  -0.40
C: -5.853 0.290 -3.558  0.55
C: -6.245 1.745 -3.967  -0.85
O: -5.565 2.256 -5.091  -0.53
C: -4.226 2.499 -4.894  -0.10
H: -1.371 -0.436 -5.845  0.01
H: -1.781 -0.825 -7.467  0.33
H: -1.747 -2.187 -6.447  0.35
H: -3.203 -0.729 -4.232  -0.47
H: -3.026 -2.380 -4.727  -0.09
H: -5.362 -2.125 -3.478  0.07
H: -5.653 -2.531 -5.049  0.40
H: -5.471 -0.060 -5.528  0.43
H: -4.823 0.292 -3.202  -0.49
H: -6.590 -0.170 -2.900  0.45
H: -6.079 2.448 -3.151  0.35
H: -7.276 1.755 -4.319  0.32
H: -3.603 1.633 -5.116  0.07
H: -3.994 2.913 -3.913  0.12
H: -3.989 3.217 -5.680  0.28
C: -3.913 4.351 0.226  0.03
O: -5.152 4.881 0.604  -0.38
C: -5.396 4.911 2.034  -0.20
C: -6.775 5.586 2.264  -0.70
N: -7.146 5.390 3.621  -0.32
C: -8.452 6.054 3.870  -0.62
C: -9.022 5.810 5.350  -0.51
O: -10.208 6.672 5.579  -0.33
C: -10.469 6.708 6.981  -0.73
H: -3.783 3.329 0.581  -0.30
H: -3.045 4.921 0.556  0.42
H: -3.903 4.323 -0.864  0.04
H: -4.549 5.399 2.515  0.30
H: -5.376 3.886 2.403  0.08
H: -7.589 5.267 1.613  0.38
H: -6.565 6.614 1.971  0.29
H: -7.391 4.413 3.702  0.27
H: -9.203 5.566 3.249  0.30
H: -8.416 7.123 3.662  0.35
H: -8.303 6.055 6.132  0.40
H: -9.233 4.750 5.491  0.29
H: -10.492 5.707 7.412  0.29
H: -11.394 7.206 7.272  0.28
H: -9.754 7.362 7.480  0.30

Summary:
Total energy: -5261.48494 hartree
Charge: -3
Gap between HOMO and LUMO: 0.166 Ha